ORCA calculation (the ωB97M-V functional and the def2-TZVPD basis) on an isolated molecule of C7H10S in a non-equilibrium geometry.

Geometry as XYZ:
```
18
Properties=species:S:1:pos:R:3:forces:R:3
C -1.764170 -0.372343 -1.101500 1.01 -1.36 -1.17
C -0.273326 0.061661 -0.642746 -3.82 -1.49 1.92
C 0.543241 -1.189907 -0.434865 0.91 -1.20 0.19
C 0.460216 -1.197400 1.098283 -2.84 0.74 1.34
C -0.178268 0.386817 0.888313 0.08 0.48 1.24
C 0.815603 1.534429 0.987560 -0.58 0.03 5.28
C 1.259274 2.029415 -0.111168 3.39 1.63 -3.83
S 0.597167 1.235044 -1.515806 0.40 1.98 -2.64
H -1.542618 -1.561558 -0.683551 -2.31 3.22 -1.80
H -2.759768 0.137963 -0.731247 2.43 -0.89 -0.17
H -1.799323 -0.207141 -2.320456 0.03 -1.15 3.02
H 0.227464 -2.146683 -0.866128 0.03 0.34 -0.39
H 1.486693 -0.890204 -0.857008 0.96 -0.70 0.37
H -0.401608 -1.878757 1.551846 1.43 1.38 -1.36
H 1.310469 -1.505354 1.748820 -0.21 1.04 -0.67
H -1.133421 0.822918 1.434327 1.54 -1.73 -0.92
H 0.980721 2.024858 2.043607 0.05 -1.18 -2.18
H 2.171655 2.716243 -0.488279 -2.49 -1.12 1.77
```
Positions in Å, forces in eV/Å.

- E_tot: -670.7527 hartree
- Largest force on an atom: 5.368 eV/Å
- Charge: 0
- Relative energy (zero: lowest compared OMol25 entry of this formula, charge and spin): 396.12 kJ/mol
- SMILES string: C[C@]12CC[C@H]1C=CS2
- Multiplicity: 1
- Kohn-Sham gap: 8.84 eV
- E_LUMO: 0.92 eV

natural (NBO) atomic charge list, values in e, 5 entries:
1 C -0.614
2 C -0.261
3 C -0.444
4 C -0.390
5 C -0.215

ORCA calculation (the ωB97M-V functional and the def2-TZVPD basis) on an isolated molecule of C4H8O2.

Geometry as XYZ:
```
14
Properties=species:S:1:pos:R:3:forces:R:3
C -0.869871 1.991944 -0.070859 -0.05 -0.02 -0.01
C -0.359824 0.626972 -0.470356 -0.13 -0.12 -0.14
O -0.878102 0.011148 -1.384685 0.15 0.22 0.35
C 0.828387 0.058077 0.284274 0.02 -0.05 -0.01
C 0.965150 -1.451931 0.083736 -0.01 0.07 0.37
O 1.248816 -1.785557 -1.252113 -0.14 0.01 -0.19
H -0.900988 2.115783 1.016035 0.03 -0.05 -0.16
H -0.189912 2.751735 -0.469797 -0.03 -0.05 0.04
H -1.861331 2.146633 -0.499497 0.14 0.01 0.04
H 1.734098 0.554489 -0.091004 -0.12 0.00 0.02
H 0.749005 0.314806 1.348367 -0.02 -0.05 -0.15
H 0.043099 -1.942737 0.434038 0.13 0.04 -0.08
H 1.792134 -1.832831 0.691804 -0.12 0.07 -0.08
H 0.487383 -1.462377 -1.758745 0.15 -0.07 0.00
```
Positions in Å, forces in eV/Å.

- E_tot: -307.6846 hartree
- Largest force on an atom: 0.438 eV/Å
- Charge: 0
- Relative energy (zero: lowest compared OMol25 entry of this formula, charge and spin): 73.10 kJ/mol
- SMILES string: CC(=O)CCO
- Multiplicity: 1
- Kohn-Sham gap: 10.80 eV
- E_LUMO: 0.86 eV

natural (NBO) atomic charge list, values in e, 5 entries:
1 C -0.720
2 C 0.613
3 O -0.572
4 C -0.545
5 C -0.055

ORCA calculation (the ωB97M-V functional and the def2-TZVPD basis) on a cluster of 2 separate species, C3H5NO2 in total in a non-equilibrium geometry.

Geometry as XYZ:
```
11
Properties=species:S:1:pos:R:3:forces:R:3
C 0.986927 1.468435 0.922685 -0.92 1.00 0.33
C -0.188499 -1.159912 1.148307 -0.59 -0.43 0.89
C -0.123546 -0.371226 -1.199448 2.13 0.10 -0.07
N 0.391449 2.338817 1.360037 0.06 0.53 0.47
O -0.553640 -0.748755 -0.054039 -1.09 0.61 -1.68
O -0.831839 0.218405 -2.177941 -1.62 0.20 0.06
H 1.321815 0.696014 0.330205 0.98 -1.12 -0.68
H -1.084954 -1.400590 1.750510 1.12 0.19 -0.32
H 0.848913 -1.339694 1.417296 -0.31 -0.09 -0.31
H 0.911173 -0.331275 -1.570132 -0.12 -0.67 1.05
H -1.677799 0.629780 -1.927480 0.36 -0.32 0.27
```
Positions in Å, forces in eV/Å.

- E_tot: -322.3535 hartree
- Largest force on an atom: 2.132 eV/Å
- Charge: 0
- Relative energy (zero: lowest compared OMol25 entry of this formula, charge and spin): 579.68 kJ/mol
- Multiplicity: 1
- Kohn-Sham gap (spin up / spin down): 8.09 / 7.64 eV
- E_LUMO (spin up / spin down): 0.61 / 0.57 eV

natural (NBO) atomic charge list, values in e, 5 entries:
1 C 0.072
2 C -0.266
3 C 0.375
4 N -0.309
5 O -0.387

ORCA calculation (the ωB97M-V functional and the def2-TZVPD basis) on a structure of composition C22H50ClLiO11 in a non-equilibrium geometry.

Geometry as XYZ:
```
85
Properties=species:S:1:pos:R:3:forces:R:3
Li 20.803001 7.952971 20.473085 0.22 0.16 -0.10
Cl 21.600225 10.238950 19.156201 0.24 -0.51 -4.14
O 22.492512 11.295393 18.783669 0.05 -0.18 0.95
O 22.099332 8.957666 18.613131 0.12 0.27 1.27
O 21.425801 10.109942 20.572383 -0.04 -0.30 1.58
O 20.332539 10.440963 18.515534 -0.63 0.39 0.49
C 23.365809 11.006458 12.808440 -0.85 0.48 0.79
C 22.254307 10.555958 13.833144 1.19 -0.98 -0.16
C 22.044600 11.755457 14.795373 0.91 -0.56 -2.15
O 23.074180 12.703074 14.376709 -0.21 0.20 0.69
C 23.402459 12.541015 12.998077 -0.61 -1.55 0.48
H 23.194072 10.724610 11.769615 -0.03 -0.18 0.12
H 24.313389 10.612554 13.175924 0.05 -0.06 -0.32
H 22.656284 9.726060 14.414334 0.36 0.01 0.14
H 21.407642 10.035834 13.385118 -0.46 0.93 -0.28
H 22.248269 11.416918 15.811255 -0.20 0.62 0.07
H 21.036210 12.132306 14.624400 0.11 0.43 0.40
H 24.411749 12.876388 12.759431 -0.17 0.54 0.41
H 22.651689 13.047698 12.391681 0.03 0.10 -0.27
C 23.005639 6.950529 23.960457 1.95 0.02 1.81
C 23.862188 6.601702 22.750379 0.34 0.46 -0.76
C 23.077856 7.328782 21.652982 1.15 -1.85 -0.18
O 21.746809 7.225175 22.111505 -1.57 1.72 -0.29
C 21.742000 7.609552 23.514737 -0.20 -0.56 -0.53
H 23.626021 7.689235 24.467942 -0.28 -0.08 0.65
H 22.895015 6.087452 24.616927 -0.29 0.15 0.01
H 24.042055 5.540894 22.575878 -0.51 -0.02 -0.05
H 24.851671 7.053766 22.818654 0.04 -0.07 0.18
H 23.108328 6.779450 20.712024 0.04 0.20 -0.19
H 23.528694 8.310547 21.508179 -0.79 0.50 0.06
H 20.843745 7.254097 24.019600 -0.04 -0.37 -0.41
H 21.745353 8.685782 23.687404 0.21 0.18 -0.57
C 20.181282 7.695692 14.975658 0.73 1.88 -0.73
C 21.522556 7.031629 15.177302 0.49 -0.31 -1.29
C 21.072092 5.818955 15.874875 0.10 -1.35 -0.60
O 20.053067 6.245356 16.735552 -1.04 -1.02 1.83
C 19.624780 7.526024 16.353798 0.10 1.72 -0.78
H 19.540929 7.331814 14.172137 0.19 -0.46 0.09
H 20.373226 8.748699 14.769674 -0.40 0.12 -0.03
H 22.168103 7.658860 15.792080 0.04 -0.01 0.01
H 22.050617 6.684773 14.289073 0.08 0.54 -0.24
H 21.887308 5.238950 16.307443 -0.26 0.12 0.81
H 20.572203 5.160587 15.164409 0.22 -0.29 -0.34
H 20.130455 8.252874 16.989456 -0.18 0.26 0.25
H 18.561347 7.765047 16.344421 -0.20 -0.90 0.53
C 25.663972 10.550601 20.561003 -0.54 0.92 -2.06
C 26.453958 9.412091 21.146451 -0.02 0.10 0.03
C 26.897111 10.060722 22.459015 0.51 -0.77 -0.97
O 25.797493 10.858323 22.795150 0.60 -0.34 3.49
C 25.097541 11.362328 21.718253 0.28 -0.63 -0.95
H 24.852386 10.270806 19.889340 0.08 -0.29 -0.08
H 26.320605 11.169461 19.949484 0.10 0.13 0.02
H 27.262868 9.068151 20.501876 0.02 0.10 0.05
H 25.772005 8.575099 21.296424 0.19 -0.20 0.41
H 27.822601 10.630382 22.374907 0.03 0.57 -0.58
H 27.224091 9.306342 23.174626 -0.99 0.02 0.69
H 25.275288 12.433880 21.627208 -0.18 0.10 -0.15
H 24.038619 11.148297 21.863088 -0.14 0.25 0.05
C 21.965423 14.217768 20.965345 -0.37 -0.10 -0.28
C 20.502925 13.931019 20.568542 1.34 0.88 -1.22
O 19.989605 13.010689 21.438511 -1.54 -0.76 2.03
H 22.527493 13.287835 20.879236 0.26 0.11 0.00
H 21.953465 14.539911 22.006578 -0.05 -0.20 0.13
H 22.467297 15.025716 20.432955 -0.11 -0.17 -0.41
H 20.298592 13.513770 19.582513 0.86 0.33 -0.63
H 19.979378 14.887044 20.572195 -0.53 -0.18 0.54
H 20.411207 12.155807 21.324355 0.17 -0.02 -0.22
C 19.335587 13.627638 16.378179 -0.71 -1.16 1.27
C 18.209173 12.790995 17.039701 0.90 -0.80 -0.92
O 16.992905 13.440891 16.898167 -1.29 1.36 0.46
H 19.468457 14.418711 17.116171 0.23 0.51 -0.55
H 19.109090 13.976381 15.370611 -0.10 0.05 0.20
H 20.243046 13.023848 16.386154 0.01 0.15 -0.07
H 18.476574 12.594603 18.077988 0.08 0.22 0.24
H 17.965749 11.816580 16.616181 1.19 -0.52 -0.43
H 16.374216 12.921676 17.417052 -0.35 0.24 -0.05
C 20.180628 4.640867 20.781726 0.91 -0.17 -0.05
C 20.672624 5.205913 19.452940 -1.31 -0.29 0.18
O 20.204292 6.571682 19.289906 0.74 -0.70 1.48
H 19.100823 4.500871 20.831778 0.08 0.35 0.00
H 20.593310 5.211959 21.613382 -0.45 0.24 0.04
H 20.637732 3.660584 20.916680 -0.07 -0.24 -0.16
H 20.229480 4.603128 18.660236 -0.05 0.13 -0.18
H 21.749273 5.080292 19.338369 0.21 0.51 0.19
H 20.229536 6.726492 18.342807 0.00 -0.07 -0.71
```
Positions in Å, forces in eV/Å.

- E_tot: -2163.2694 hartree
- Largest force on an atom: 4.182 eV/Å
- Charge: 0
- Multiplicity: 1
- Kohn-Sham gap: 9.67 eV
- E_LUMO: 0.20 eV

Mulliken atomic charge list, values in e, 5 entries:
1 Li 0.998
2 Cl 1.515
3 O -0.637
4 O -0.666
5 O -0.645

ORCA calculation (the ωB97M-V functional and the def2-TZVPD basis) on a structure of composition C2H6N2O in a non-equilibrium geometry.

Geometry as XYZ:
```
11
Properties=species:S:1:pos:R:3:forces:R:3
C 0.009607 0.706098 -0.066777 1.66 2.02 0.69
C -0.872198 -0.444271 0.064788 -0.98 -1.32 -0.42
H 2.924495 -0.247179 0.076326 0.45 -1.19 -0.28
H 1.560863 -1.467424 -0.204652 1.01 2.04 0.42
H -0.384833 1.776129 0.028561 0.29 -1.62 -0.41
H -0.774933 -1.111134 -0.775097 0.91 -0.72 -0.41
H -0.688809 -1.023715 0.986187 0.21 0.20 -0.02
H -2.337791 0.905991 0.493897 -0.01 -5.03 -2.67
N 1.960719 -0.508227 0.039114 -0.74 -1.32 -0.13
N 1.296315 0.643238 -0.032154 -1.77 0.89 -0.05
O -2.240335 -0.168589 -0.080251 -1.02 6.04 3.27
```
Positions in Å, forces in eV/Å.

- E_tot: -264.4431 hartree
- Largest force on an atom: 6.950 eV/Å
- Charge: 0
- Relative energy (zero: lowest compared OMol25 entry of this formula, charge and spin): 378.52 kJ/mol
- Multiplicity: 1
- Kohn-Sham gap: 9.49 eV
- E_LUMO: 0.77 eV

natural (NBO) atomic charge list, values in e, 5 entries:
1 C -0.053
2 C -0.149
3 H 0.392
4 H 0.373
5 H 0.186

ORCA calculation (the ωB97M-V functional and the def2-TZVPD basis) on a cluster of 2 separate species, C8H12 in total.

Geometry as XYZ:
```
20
Properties=species:S:1:pos:R:3:forces:R:3
C 2.157388 1.474363 -0.403602 0.04 0.14 -0.05
C 1.626581 0.434127 -1.036164 0.15 0.28 0.07
C 0.596257 -0.462570 -0.521485 -0.18 -0.28 0.35
C -0.155538 -1.273073 -1.540760 -0.05 -0.05 0.11
C 0.335951 -0.593490 0.782414 0.11 -0.07 -0.20
C -0.702918 -1.510631 1.338187 -0.06 0.29 0.02
H 1.848064 1.764270 0.588506 -0.09 0.01 0.16
H 2.922652 2.082345 -0.859149 0.10 0.02 -0.10
H 1.953082 0.219727 -2.043294 0.14 -0.01 -0.20
H 0.031080 -0.905709 -2.547625 -0.05 -0.03 -0.06
H 0.150513 -2.322372 -1.496516 -0.07 -0.01 -0.07
H -1.228029 -1.228595 -1.343763 -0.02 -0.06 -0.10
H 0.898594 -0.017707 1.501094 0.17 0.12 0.03
H -0.603116 -2.506136 0.923116 -0.05 -0.30 -0.09
H -0.622048 -1.576730 2.419230 -0.05 -0.05 0.08
H -1.702908 -1.141799 1.091980 -0.05 -0.06 0.03
C -1.435171 2.047027 0.414737 -0.38 -0.16 0.25
C -2.318544 1.736093 1.156934 0.19 0.19 -0.15
H -0.657663 2.290798 -0.248061 0.47 0.15 -0.36
H -3.094228 1.490062 1.824222 -0.34 -0.13 0.27
```
Positions in Å, forces in eV/Å.

- E_tot: -311.8991 hartree
- Largest force on an atom: 0.615 eV/Å
- Charge: 0
- Relative energy (zero: lowest compared OMol25 entry of this formula, charge and spin): 229.29 kJ/mol
- SMILES string: C=C/C(C)=C/C.C#C
- Multiplicity: 1
- Kohn-Sham gap: 9.39 eV
- E_LUMO: 1.01 eV

natural (NBO) atomic charge list, values in e, 5 entries:
1 C -0.392
2 C -0.199
3 C -0.067
4 C -0.643
5 C -0.132